The following is a DFT calculation (ωB97M-V/def2-TZVPD) of the molecule C3H2N2O3 at a distorted geometry.

XYZ file:
```
10
Properties=species:S:1:pos:R:3:forces:R:3:mulliken_charge:R:1
O -1.4545 -0.1582 -1.7260 2.78 -4.41 0.90 -0.5188
C -0.5191 -0.8275 -1.1899 -0.75 1.95 -1.08 0.6260
O 0.3070 -2.0383 -1.3826 -2.29 3.56 -0.69 -0.3419
N 1.7337 -1.5207 -0.7372 -1.22 -1.86 -0.40 -0.2584
N 1.4434 -0.6204 -0.0383 2.43 1.01 0.63 0.0412
C 0.1949 -0.1048 -0.1237 -0.55 2.05 2.70 0.2122
C -0.0393 0.8919 0.8436 -0.86 -3.98 0.17 -0.0694
O -1.3573 1.2674 1.1348 4.12 3.57 0.66 -0.3986
H 0.8122 0.8920 1.6883 -1.97 0.86 -2.03 0.3095
H -1.1209 2.2186 1.5311 -1.69 -2.75 -0.85 0.3982
```
Forces are in eV/Å.

Summary:
LUMO energy, eV: -1.22
E, Ha: -450.58309
2S+1: 1
Total charge: 0
Frontier orbital gap, eV: 9.090

***

The following is a DFT calculation (ωB97M-V/def2-TZVPD) of a 6-piece molecular cluster, C23H50BClO13P2S6 overall at a distorted geometry.

XYZ file:
```
96
Properties=species:S:1:pos:R:3:forces:R:3:mulliken_charge:R:1
C -2.8255 -2.7443 2.8074 0.53 -0.02 0.39 -1.0068
C -1.5186 -2.7419 2.0207 -0.49 -0.32 0.16 0.3144
Cl -0.6834 -1.1826 2.2614 0.20 0.14 -0.06 -0.2393
C -1.7098 -3.0666 0.5444 0.51 0.67 -0.49 -0.6369
B -2.5901 -1.9905 -0.1876 -0.48 -0.23 -0.14 -0.4987
P -1.9324 -0.4059 -1.1061 -0.15 0.23 0.39 0.9768
O -1.1639 0.5233 -0.2179 0.10 0.05 0.15 -0.9308
P -4.4799 -2.1464 -0.3138 -0.13 0.55 -1.30 0.7909
O -5.2451 -0.8366 0.1185 -0.21 -0.60 -0.43 -0.5094
O -5.1144 -3.3585 0.5201 0.03 -0.16 0.69 -0.5165
S -4.6567 -2.4477 -2.2210 0.60 -0.03 0.02 -0.4194
H -3.6976 -2.7990 2.1887 -0.33 0.06 -0.16 0.2352
H -2.8445 -3.5680 3.5070 -0.06 -0.32 0.18 0.3092
H -2.8893 -1.8342 3.3758 -0.19 0.28 0.28 0.0966
H -0.8549 -3.4769 2.4393 0.35 -0.24 0.15 0.6040
H -2.1220 -4.0661 0.4522 -0.28 -0.32 0.09 0.4707
H -0.7351 -3.1072 0.0764 0.31 -0.06 -0.13 0.0179
H -3.0181 0.2712 -1.6501 -0.29 -0.32 -0.29 -0.1220
H -1.2061 -0.8833 -2.2066 -0.12 -0.03 -0.18 -0.1607
H -5.2261 -0.7199 1.0947 -0.03 0.26 0.06 0.6135
H -4.4307 -3.9681 0.8363 -0.28 0.00 -0.14 0.3716
O -3.2731 2.0951 -2.9142 -0.23 0.04 -0.34 -0.6283
S -2.3471 3.1388 -3.2857 0.36 0.02 0.29 1.1742
O -1.6157 3.0666 -4.5271 -0.12 -0.14 -0.08 -0.7278
C -3.1647 4.7241 -3.1610 -0.15 0.19 0.19 -0.7461
C -2.9350 5.1405 -1.7100 0.10 -0.08 0.01 -0.7142
C -1.4746 4.7883 -1.3883 -0.11 0.04 -0.10 -0.7602
C -1.2279 3.3652 -1.9040 0.07 0.37 0.23 0.2714
H -4.2128 4.6125 -3.4287 0.02 -0.11 -0.07 0.4136
H -2.6696 5.3997 -3.8570 0.03 -0.02 -0.03 0.3349
H -3.1401 6.2002 -1.5653 -0.01 0.02 0.00 0.4075
H -3.6013 4.5755 -1.0547 -0.04 0.00 -0.01 0.2797
H -0.8081 5.4883 -1.8962 0.00 0.01 -0.02 0.3181
H -1.2625 4.8506 -0.3250 0.06 -0.04 0.02 0.3471
H -0.2117 3.2242 -2.2574 0.00 -0.06 -0.08 0.2307
H -1.4668 2.6126 -1.1516 0.01 -0.04 -0.09 -0.1959
O 2.9174 3.8188 -0.6636 -0.03 0.26 0.03 -0.7395
S 1.9837 3.0231 0.1009 -0.08 -0.68 -0.16 1.2156
O 0.7827 3.6166 0.6408 0.02 0.34 -0.03 -0.6573
C 1.5690 1.5520 -0.8310 0.15 -0.13 0.07 0.4606
C 2.6300 0.5346 -0.4175 -0.02 0.14 -0.03 -0.4238
C 2.7770 0.6785 1.0982 -0.08 0.04 0.04 -0.0428
C 2.8800 2.1779 1.4095 0.09 -0.27 0.21 -0.7850
H 1.5806 1.7875 -1.8935 0.05 0.14 0.00 0.7500
H 0.5688 1.2344 -0.5227 0.12 0.09 0.00 -0.3595
H 2.3436 -0.4772 -0.6984 0.03 0.11 0.04 -0.0441
H 3.5791 0.7628 -0.9041 0.04 -0.03 -0.01 0.3240
H 1.8966 0.2586 1.5885 -0.04 0.04 -0.03 -0.1962
H 3.6473 0.1440 1.4701 -0.01 -0.01 0.02 0.2542
H 2.4297 2.4392 2.3632 -0.02 0.13 -0.01 0.4340
H 3.9099 2.5287 1.3786 -0.01 0.08 -0.07 0.2672
O -0.1976 -3.0807 -2.3386 0.08 -0.06 0.09 -0.6576
S 1.2254 -3.0383 -2.5805 0.09 -0.05 -0.16 1.2175
O 2.1174 -2.4742 -1.6015 -0.14 -0.10 0.10 -0.7393
C 1.7769 -4.6788 -3.0318 0.02 -0.19 -0.22 -0.8651
C 1.6146 -4.7230 -4.5488 -0.03 0.11 0.00 -0.5286
C 2.1289 -3.3716 -5.0662 -0.01 -0.04 0.07 -0.6380
C 1.5121 -2.2784 -4.1831 0.11 -0.01 -0.30 -0.7261
H 1.1781 -5.4159 -2.5026 -0.04 0.08 0.09 0.3681
H 2.8222 -4.7625 -2.7377 0.01 0.04 0.04 0.3832
H 2.1617 -5.5582 -4.9819 0.01 -0.02 -0.01 0.3668
H 0.5604 -4.8417 -4.8060 -0.02 -0.02 0.02 0.2848
H 3.2167 -3.3402 -4.9859 0.01 0.00 0.02 0.3094
H 1.8735 -3.2162 -6.1124 -0.01 0.01 -0.02 0.3318
H 2.1721 -1.4259 -4.0476 -0.04 0.05 0.10 0.3661
H 0.5491 -1.9435 -4.5634 -0.06 -0.02 0.09 0.4241
O 6.2363 -0.5855 2.2848 -0.15 -0.05 0.01 -0.6986
S 6.4866 -0.5753 0.8661 0.17 0.10 -0.29 1.2680
O 5.4219 -0.7789 -0.0827 -0.03 -0.09 0.17 -0.6219
C 7.3685 0.9261 0.4516 0.26 0.12 0.01 -0.7263
C 8.8396 0.5534 0.6095 -0.03 -0.10 0.01 -0.6524
C 8.9891 -0.8380 -0.0219 -0.05 0.05 0.03 -0.6028
C 7.8367 -1.7056 0.5027 0.33 -0.05 -0.09 -0.7700
H 7.0435 1.7251 1.1132 -0.11 -0.05 0.02 0.4079
H 7.1280 1.1722 -0.5818 -0.06 -0.02 -0.01 0.3844
H 9.4878 1.2865 0.1335 0.01 0.01 -0.01 0.3627
H 9.1006 0.5110 1.6686 -0.01 0.02 0.02 0.3118
H 8.9223 -0.7535 -1.1078 -0.02 0.01 -0.01 0.2954
H 9.9526 -1.2866 0.2123 0.01 -0.02 0.00 0.3223
H 7.4935 -2.4304 -0.2299 -0.12 -0.02 0.05 0.3426
H 8.0979 -2.2102 1.4303 -0.07 0.03 0.06 0.3614
O -6.5987 -1.2058 4.1946 0.14 -0.10 -0.21 -0.7506
S -5.7314 -0.1736 3.6932 -0.55 0.38 0.86 1.0887
O -4.9109 -0.4035 2.5260 0.30 -0.04 0.43 -0.5956
C -6.6776 1.3287 3.4792 -0.05 0.23 0.00 -0.7470
C -6.5678 2.0316 4.8289 0.10 -0.12 0.08 -0.6013
C -5.1001 1.8883 5.2585 -0.07 0.01 -0.09 -0.7348
C -4.6975 0.4244 5.0350 0.23 0.24 0.07 -0.5999
H -7.6945 1.0712 3.1945 0.03 -0.13 -0.05 0.4493
H -6.2010 1.9078 2.6887 0.03 -0.03 -0.04 0.3387
H -6.8688 3.0748 4.7575 -0.01 0.01 -0.02 0.3537
H -7.2185 1.5425 5.5562 -0.03 0.00 -0.01 0.2976
H -4.4755 2.5395 4.6453 0.01 -0.01 -0.02 0.3138
H -4.9529 2.1774 6.2970 0.01 -0.02 0.02 0.3659
H -3.6544 0.3173 4.7475 0.01 -0.09 -0.05 0.3083
H -4.9071 -0.1942 5.9047 -0.09 -0.10 -0.07 0.4088
```
Forces are in eV/Å.

Summary:
LUMO energy, eV: -0.25
E, Ha: -5441.39810
2S+1: 1
Total charge: 0
Frontier orbital gap, eV: 8.206

***

The following is a DFT calculation (ωB97M-V/def2-TZVPD) of C7H16N2O4S as an isolated structure at a distorted geometry.

XYZ file:
```
30
Properties=species:S:1:pos:R:3:forces:R:3:mulliken_charge:R:1
C 2.9683 0.8402 1.5579 -0.73 -0.12 -0.43 -1.3640
C 1.9732 0.2896 0.5423 0.34 0.09 0.41 0.0053
N 1.8699 -1.1590 0.6547 -0.41 -0.01 -0.62 -0.4166
C 0.8934 -1.7343 -0.2385 0.89 -0.61 1.02 0.2404
O 0.7761 -3.1312 0.1943 -0.56 0.17 0.08 -0.3901
S -0.7474 -3.5994 0.1455 -0.15 -1.28 -0.38 1.1280
O -0.8082 -4.8391 -0.5293 0.16 0.04 -1.19 -0.5860
O -1.4052 -3.6119 1.3996 0.22 1.15 0.80 -0.5567
O -1.2500 -2.3569 -0.7416 0.32 -0.54 0.44 -0.4903
C -0.5235 -1.2273 -0.1433 -0.84 0.35 -0.56 -0.1010
C -0.9489 0.0313 -0.8823 -0.24 0.19 0.14 -0.8362
C -1.3843 1.1948 0.0163 -0.09 0.34 -0.44 -0.2797
C -2.3747 2.1289 -0.6888 0.52 0.23 -0.20 -0.6919
N -1.6990 3.1977 -1.4525 -0.02 0.09 0.14 -0.5856
H 2.5707 0.6054 2.5378 0.26 -0.06 0.31 0.3403
H 3.9598 0.4221 1.4271 0.20 0.04 0.05 0.3668
H 2.9712 1.9181 1.4361 0.35 0.20 0.11 0.3885
H 2.2134 0.6534 -0.4639 0.01 -0.10 -0.15 0.3232
H 1.0141 0.7002 0.8249 -0.28 0.06 -0.11 0.0081
H 2.7477 -1.5985 0.3970 0.16 0.12 0.29 0.2933
H 1.2535 -1.8017 -1.2679 -0.29 0.21 -0.24 0.3107
H -0.8978 -1.2082 0.8801 0.48 0.27 0.29 0.4203
H -0.2110 0.3907 -1.5960 0.21 -0.18 -0.08 0.1752
H -1.8221 -0.2467 -1.4647 -0.06 -0.18 -0.15 0.5814
H -0.5251 1.8147 0.2575 0.13 0.00 0.37 0.1972
H -1.8264 0.8579 0.9494 0.00 -0.28 0.10 0.4259
H -3.0338 2.5735 0.0505 -0.22 -0.04 0.08 0.3235
H -2.9624 1.5526 -1.3993 -0.33 -0.10 0.10 0.2837
H -2.0772 4.0956 -1.1804 -0.04 0.03 -0.18 0.2541
H -0.7141 3.2475 -1.2227 0.01 -0.09 0.00 0.2322
```
Forces are in eV/Å.

Summary:
LUMO energy, eV: 0.54
E, Ha: -1084.93677
2S+1: 1
Total charge: 0
Frontier orbital gap, eV: 10.276

***

In Eh, the HOMO energy values for the records above are, in order, -0.3791 -0.3107 -0.3577.